(1)
A 5-piece molecular cluster, C9H12Cl16FINO2P2S2 overall in a non-equilibrium geometry. Source: the OMol25 dataset; level of theory: the ωB97M-V functional and the def2-TZVPD basis.

Calculated values
LUMO energy, eV: 1.4

```
! wB97M-V def2-TZVPD RIJCOSX def2/J DEFGRID3
* xyz -1 1
C 0.484 1.648 -1.322
C 0.182 1.304 -2.750
O -0.299 2.144 -3.481
N 0.575 0.004 -3.221
C 1.267 0.231 -4.506
P -0.930 -1.022 -3.406
F -1.671 -0.132 -2.195
S -2.852 -2.206 -3.666
C -0.409 -2.322 -2.055
C 1.003 -2.310 -1.624
O 1.967 -2.567 -2.251
I 1.307 -1.849 0.535
P -0.063 -2.413 -4.997
S -0.594 -1.998 -6.857
H 1.278 2.398 -1.346
H 0.836 0.808 -0.737
H -0.387 2.128 -0.885
H 1.794 1.184 -4.465
H 2.031 -0.529 -4.662
H 0.588 0.291 -5.358
H -1.408 -0.166 -4.424
H -3.306 -2.094 -2.417
H -1.065 -2.254 -1.194
H -0.571 -3.311 -2.490
H -0.557 -3.686 -4.674
H 1.328 -2.562 -4.871
C -0.968 0.897 3.502
Cl -1.212 2.567 4.030
Cl -2.092 -0.161 4.367
Cl -1.239 0.779 1.773
Cl 0.693 0.408 3.874
C 0.520 -6.497 0.535
Cl 0.801 -8.243 0.403
Cl 0.281 -5.824 -1.071
Cl -0.920 -6.213 1.519
Cl 1.912 -5.738 1.302
C -2.486 5.498 6.742
Cl -2.188 4.035 7.685
Cl -2.138 6.920 7.732
Cl -1.440 5.499 5.323
Cl -4.175 5.535 6.230
C 2.825 3.961 5.075
Cl 2.628 5.608 5.692
Cl 1.755 2.874 5.954
Cl 2.416 3.925 3.360
Cl 4.502 3.450 5.294
*
```


(2)
A 2-piece molecular cluster, C9H12Cl2FN overall in a non-equilibrium geometry. Source: the OMol25 dataset; level of theory: the ωB97M-V functional and the def2-TZVPD basis.

Calculated values
LUMO energy, eV: 0.5
ΔE to the lowest compared entry with this formula, charge and spin, kJ/mol: 158.3
Structure (SMILES): C[C@@H]1C[C@@]1(F)Cl.C=C[C@@](C)(Cl)C#N

```
! wB97M-V def2-TZVPD RIJCOSX def2/J DEFGRID3
* xyz 0 1
C 2.242 2.421 0.165
C 2.146 1.154 -0.651
C 0.888 0.294 -0.588
C 2.152 -0.161 0.039
F 2.219 -0.163 1.396
Cl 3.039 -1.519 -0.632
H 3.287 2.688 0.348
H 1.762 3.253 -0.362
H 1.752 2.299 1.134
H 2.651 1.172 -1.614
H 0.105 0.610 0.097
H 0.547 -0.204 -1.491
C -0.357 -1.028 1.605
C -0.887 -0.747 0.420
C -2.227 -0.078 0.210
C -2.970 0.300 1.489
Cl -1.943 1.428 -0.761
C -3.072 -0.965 -0.611
N -3.734 -1.687 -1.227
H 0.618 -1.514 1.673
H -0.850 -0.796 2.542
H -0.362 -0.998 -0.499
H -3.184 -0.600 2.074
H -2.357 0.982 2.083
H -3.911 0.794 1.241
*
```


(3)
An isolated ion of composition C9H12Cl2NO and charge +1 in a non-equilibrium geometry. Source: the OMol25 dataset; level of theory: the ωB97M-V functional and the def2-TZVPD basis.

Calculated values
LUMO energy, eV: -5.7
ΔE to the lowest compared entry with this formula, charge and spin, kJ/mol: 0.0
Structure (SMILES): CC/[N+](C)=C\C(C=O)=C/C=C(Cl)Cl

```
! wB97M-V def2-TZVPD RIJCOSX def2/J DEFGRID3
* xyz 1 1
C 2.059 0.005 0.077
C 0.702 -0.533 0.555
N -0.397 -0.562 -0.484
C -0.393 -1.579 -1.513
C -1.588 0.006 -0.203
C -1.969 0.958 0.765
C -3.264 0.765 1.357
O -3.631 1.349 2.309
C -1.253 2.088 1.020
C -0.121 2.572 0.257
C 0.167 2.406 -1.070
Cl -1.051 1.793 -2.154
Cl 1.551 3.202 -1.676
H 2.532 0.596 0.946
H 2.857 -0.775 -0.230
H 1.880 0.664 -0.657
H 0.151 0.036 1.396
H 0.901 -1.522 0.749
H -1.317 -2.034 -1.539
H -0.318 -1.177 -2.466
H 0.522 -2.142 -1.347
H -2.296 -0.307 -1.017
H -3.991 -0.038 0.910
H -1.640 2.747 1.832
H 0.447 3.278 0.933
*
```


(4)
A 3-piece molecular cluster, C9H12ClN2OS overall in a non-equilibrium geometry. Source: the OMol25 dataset; level of theory: the ωB97M-V functional and the def2-TZVPD basis.

Calculated values
LUMO energy (spin up / spin down), eV: -7.1 / -7.1
ΔE to the lowest compared entry with this formula, charge and spin, kJ/mol: 35.2

```
! wB97M-V def2-TZVPD RIJCOSX def2/J DEFGRID3
* xyz 1 1
C -4.423 -1.018 -1.359
C -5.809 -1.012 -1.117
C -3.825 -0.122 -0.478
C -6.254 -0.153 -0.104
C 0.948 1.509 1.208
C -0.733 1.556 1.045
C -0.758 0.329 0.379
C 0.323 -0.425 0.177
C 0.680 -1.732 -0.471
N 1.378 0.319 0.677
N 3.926 0.227 -0.317
O 1.556 2.482 1.599
S -4.813 0.633 0.631
Cl -7.820 0.250 0.377
H -3.723 -1.622 -2.006
H -6.509 -1.457 -1.652
H -1.228 1.584 2.038
H -1.251 2.340 0.478
H -2.703 -0.034 -0.618
H -0.074 -2.518 0.011
H 1.662 -1.958 -0.235
H 0.539 -1.695 -1.522
H 4.643 0.633 0.354
H 2.308 0.166 0.468
H 3.960 -0.755 -0.090
H 4.271 0.365 -1.212
*
```


Please write out number 2 again, unchanged.
A 2-piece molecular cluster, C9H12Cl2FN overall in a non-equilibrium geometry. Source: the OMol25 dataset; level of theory: the ωB97M-V functional and the def2-TZVPD basis.

Calculated values
LUMO energy, eV: 0.5
ΔE to the lowest compared entry with this formula, charge and spin, kJ/mol: 158.3
Structure (SMILES): C[C@@H]1C[C@@]1(F)Cl.C=C[C@@](C)(Cl)C#N

```
! wB97M-V def2-TZVPD RIJCOSX def2/J DEFGRID3
* xyz 0 1
C 2.242 2.421 0.165
C 2.146 1.154 -0.651
C 0.888 0.294 -0.588
C 2.152 -0.161 0.039
F 2.219 -0.163 1.396
Cl 3.039 -1.519 -0.632
H 3.287 2.688 0.348
H 1.762 3.253 -0.362
H 1.752 2.299 1.134
H 2.651 1.172 -1.614
H 0.105 0.610 0.097
H 0.547 -0.204 -1.491
C -0.357 -1.028 1.605
C -0.887 -0.747 0.420
C -2.227 -0.078 0.210
C -2.970 0.300 1.489
Cl -1.943 1.428 -0.761
C -3.072 -0.965 -0.611
N -3.734 -1.687 -1.227
H 0.618 -1.514 1.673
H -0.850 -0.796 2.542
H -0.362 -0.998 -0.499
H -3.184 -0.600 2.074
H -2.357 0.982 2.083
H -3.911 0.794 1.241
*
```